(1)
The molecule C17H20Cl2N4O4S, computed with wB97M-V/def2-TZVPD.

```
48
C17H20Cl2N4O4S wB97M-V/def2-TZVPD
C -6.1892 -0.0287 -1.2685
C -5.4511 0.2166 0.0445
N -4.0412 -0.1128 -0.0158
C -3.6596 -1.5096 -0.0610
C -3.0760 -1.9655 1.2743
S -3.0947 0.8843 -0.9695
O -2.8206 0.2787 -2.2465
O -3.6855 2.1905 -0.9652
C -1.5607 0.8867 -0.0379
C -0.4502 0.3642 -0.6655
C 0.7721 0.3085 -0.0010
N 1.8655 -0.2318 -0.6894
C 3.1176 -0.4601 -0.2242
O 3.5059 -0.2603 0.8998
C 4.0480 -1.0665 -1.2976
N 5.4127 -0.7511 -0.9488
N 6.1578 -1.7344 -0.4950
C 7.3509 -1.4863 -0.0709
C 7.8895 -0.1714 -0.0575
Cl 9.4751 0.0897 0.5376
C 7.1155 0.8530 -0.5225
Cl 7.6404 2.4762 -0.5472
C 5.7646 0.5952 -1.0069
O 4.9872 1.4161 -1.4436
C 0.8487 0.7899 1.3027
C -0.2758 1.3184 1.9099
C -1.5050 1.3809 1.2599
C -2.7163 1.9414 1.9262
H -5.7148 0.5506 -2.0566
H -6.1608 -1.0801 -1.5464
H -7.2275 0.2791 -1.1755
H -5.8979 -0.3603 0.8597
H -5.5018 1.2781 0.2920
H -4.5253 -2.1278 -0.3144
H -2.9185 -1.6286 -0.8555
H -3.8048 -1.8293 2.0695
H -2.8116 -3.0185 1.2218
H -2.1854 -1.3919 1.5175
H -0.5609 0.0103 -1.6795
H 1.6770 -0.4402 -1.6604
H 3.8254 -0.6463 -2.2812
H 3.9497 -2.1532 -1.3014
H 7.9244 -2.3269 0.2824
H 1.7872 0.7540 1.8298
H -0.1958 1.6952 2.9187
H -3.4011 1.1362 2.1888
H -3.2387 2.6050 1.2418
H -2.4443 2.4830 2.8285
```

Computed properties:
Energy relative to the best compared isomer or geometry (same formula, charge and spin) in kcal per mole: 48.1
SMILES: CCN(CC)S(=O)(=O)c1cc(NC(=O)Cn2ncc(Cl)c(Cl)c2=O)ccc1C
Max |F| in eV/A: 1.21
Lowest unoccupied orbital energy in Ha: -0.0085

Löwdin atomic charge list, values in e, 5 entries: -0.0706 -0.2577 -0.2658 -0.2524 -0.0628

***

(2)
A structure of composition C17H20ClGeN3O6Os, computed with wB97M-V/def2-TZVPD.

```
49
C17H20ClGeN3O6Os wB97M-V/def2-TZVPD
Os 1.0888 0.9782 0.6229
N 3.2098 1.0467 0.6050
C 3.6214 2.3873 0.1555
C 2.7461 2.7487 -1.1071
O 3.2537 3.3317 -2.0348
O 1.5485 2.3431 -0.9944
H 3.5831 0.8534 1.5367
H 3.5950 0.3424 -0.0317
H 4.6836 2.4321 -0.0980
H 3.3953 3.1203 0.9342
O -3.4817 1.4637 4.3385
C -3.8933 1.1849 3.1297
O -5.0603 1.0921 2.8407
C -2.8481 1.0006 2.0637
C -3.1457 0.6388 0.7516
Cl -4.6347 0.1351 0.1408
N -1.9997 0.6654 0.0228
N -0.9689 1.0001 0.8271
C -1.4563 1.2195 2.0541
C -0.4940 1.6590 3.1553
O -0.9193 1.7448 4.3049
O 0.6759 1.9079 2.7709
C -1.8481 0.6508 -1.3837
C -2.8334 1.1932 -2.2014
C -2.6257 1.2565 -3.5679
C -1.4435 0.7943 -4.1235
C -0.4689 0.2469 -3.3063
C -0.6693 0.1714 -1.9415
H -2.4781 1.5528 4.4386
H -3.7424 1.5818 -1.7727
H -3.3929 1.6840 -4.1971
H -1.2854 0.8569 -5.1883
H 0.4528 -0.1234 -3.7238
H 0.0907 -0.2568 -1.2967
C -0.7069 -3.0611 -0.1769
Ge 1.1696 -2.5547 0.2894
C 2.2392 -2.2138 -1.3611
C 2.0295 -4.0647 1.2629
C 1.1987 -0.9381 1.3527
H -0.7220 -4.0396 -0.6434
H -1.1503 -2.3444 -0.8575
H -1.3184 -3.0969 0.7189
H 2.1174 -3.0117 -2.0861
H 3.2969 -2.1579 -1.1188
H 1.9580 -1.2835 -1.8445
H 1.9716 -4.9632 0.6558
H 1.5368 -4.2615 2.2103
H 3.0762 -3.8421 1.4497
H 1.0480 -1.0733 2.4232
```

Computed properties:
Max |F| in eV/A: 4.45
Lowest unoccupied orbital energy (alpha / beta) in Ha: -0.0625 / -0.0627

Löwdin atomic charge list, values in e, 5 entries: 1.3459 -0.1228 -0.1357 -0.6741 0.0736

***

(3)
A structure of composition C17H20ClHoN2OS3Sb, computed with wB97M-V/def2-TZVPD.

```
46
C17H20ClHoN2OS3Sb wB97M-V/def2-TZVPD
Ho -2.3060 -0.1497 0.6862
S -2.6130 1.8977 5.7425
Sb -3.3996 -0.0211 4.4970
S -4.2334 0.6633 2.3371
S -1.7048 -1.7462 3.6226
C 0.5286 -3.8299 -3.0237
C 0.0494 -2.5623 -2.2672
C 1.1075 -1.9999 -1.4141
C 2.3234 -2.6264 -1.2468
C 3.3896 -1.9325 -0.6186
C 3.1179 -0.7051 -0.0314
C 1.8444 -0.1382 -0.0888
C 1.7650 1.1199 0.6955
C 2.7159 2.1494 0.0402
C 0.7902 -0.7350 -0.8143
N -0.4526 -0.1886 -0.9799
C -0.5940 0.8809 -1.7595
C -1.7861 1.7144 -1.7578
C -1.9666 3.0124 -2.3904
C -3.0621 3.6106 -1.7518
C -3.5339 2.6765 -0.8425
N -2.8112 1.5045 -0.8432
H -0.1716 -4.1692 -3.8154
H 0.7303 -4.6734 -2.2850
H 1.4536 -3.7267 -3.5732
H -0.8154 -2.7838 -1.6541
H -0.2809 -1.8385 -3.0395
H 2.4754 -3.5876 -1.7247
H 4.3649 -2.3868 -0.7397
H 3.9567 -0.1819 0.4429
H 2.0080 0.9787 1.7438
H 0.7388 1.4905 0.6956
H 3.4759 2.3905 0.7559
H 2.2501 3.0581 -0.3214
H 3.2123 1.7115 -0.8101
H 0.0843 1.1174 -2.6558
H -1.3675 3.3600 -3.2175
H -3.3977 4.6285 -1.9214
H -4.3845 2.7758 -0.1842
C -0.0162 0.3660 4.4430
C -0.8405 -0.2927 3.4120
O -0.8096 0.2171 2.1951
H 1.0081 0.4384 4.1372
H 0.0748 -0.1587 5.3797
H -0.4457 1.3859 4.6433
Cl -2.4721 -2.7138 0.3022
```

Computed properties:
Energy relative to the best compared isomer or geometry (same formula, charge and spin) in kcal per mole: 63.6
Charge: -2
2S+1: 6
Max |F| in eV/A: 3.93
Lowest unoccupied orbital energy (alpha / beta) in Ha: 0.1620 / 0.1618

Löwdin atomic charge list, values in e, 5 entries: 0.9512 -0.4448 0.3076 -0.3330 0.3364

***

(4)
A structure of composition C17H20ClN2O5SSe4Sr, computed with wB97M-V/def2-TZVPD.

```
51
C17H20ClN2O5SSe4Sr wB97M-V/def2-TZVPD
Sr -1.1976 2.8599 -0.3588
O 5.0241 5.4572 -0.1673
C 3.7447 5.2521 -0.5624
O 3.0563 6.1708 -0.9053
C 3.2913 3.8557 -0.5562
C 3.9791 2.6672 -0.3342
Cl 5.6202 2.3760 0.0880
N 3.1005 1.6472 -0.4418
N 1.8777 2.1163 -0.7149
C 1.9648 3.4215 -0.8039
C 0.6436 4.1202 -0.9709
O 0.1635 4.5442 0.0859
O 0.0430 3.9514 -2.0324
C 3.3095 0.2631 -0.3080
C 4.3825 -0.3535 -0.9421
C 4.5540 -1.7197 -0.8117
C 3.6648 -2.4629 -0.0544
C 2.5902 -1.8441 0.5648
C 2.4027 -0.4797 0.4403
H 5.4572 4.6264 0.0804
H 5.0590 0.2180 -1.5604
H 5.3862 -2.2002 -1.3048
H 3.8135 -3.5270 0.0511
H 1.9094 -2.4245 1.1680
H 1.5610 0.0153 0.9032
Se -4.3511 2.6906 0.0629
Se -4.3013 1.5108 2.0745
Se -2.5973 2.4432 3.3377
Se -0.6391 1.6937 2.3560
C -1.0320 -4.5904 0.9636
C -1.4309 -3.1200 1.0855
C -1.3086 -2.3631 -0.2285
S -1.8873 -0.6104 0.0568
O -1.0496 0.2180 -0.8352
C -3.4869 -0.7559 -0.8246
C -4.5044 -1.5020 0.0223
C -5.9212 -1.0192 -0.2649
H -1.0302 -5.0651 1.9427
H -0.0367 -4.6896 0.5342
H -1.7345 -5.1287 0.3292
H -0.8031 -2.6237 1.8290
H -2.4629 -3.0521 1.4364
H -1.8974 -2.8149 -1.0244
H -0.2745 -2.2798 -0.5604
H -3.3117 -1.2093 -1.7997
H -3.8108 0.2768 -0.9646
H -4.2814 -1.3059 1.0763
H -4.4302 -2.5799 -0.1516
H -6.0180 0.0303 0.0147
H -6.6486 -1.5931 0.3060
H -6.1530 -1.1125 -1.3239
```

Computed properties:
Energy relative to the best compared isomer or geometry (same formula, charge and spin) in kcal per mole: 59.7
Charge: -1
Max |F| in eV/A: 5.46
Lowest unoccupied orbital energy in Ha: 0.0726

Löwdin atomic charge list, values in e, 5 entries: 1.1918 0.0925 -0.4771 0.1467 -0.0502

***

(5)
A structure of composition C17H20F2N4OPbS, computed with wB97M-V/def2-TZVPD.

```
46
C17H20F2N4OPbS wB97M-V/def2-TZVPD
Pb 0.4360 0.0098 0.2209
C 1.3510 -3.0202 -0.3495
C -0.0075 -2.7603 -0.9300
N -0.1909 -1.3960 -1.4490
C 0.4217 -0.9779 -2.7371
C 1.9403 -0.7550 -2.7198
S 2.6477 0.1294 -1.2807
C 3.6749 -1.0461 -0.4034
C 3.0418 -1.6001 0.8765
N 1.6648 -2.0968 0.7643
H 2.1570 -2.9942 -1.0765
H 1.3093 -4.0412 0.0386
H -0.7469 -2.9031 -0.1385
H -0.2221 -3.4990 -1.7062
H -1.2011 -1.3003 -1.5752
H -0.0780 -0.0585 -3.0439
H 0.2060 -1.7322 -3.4988
H 2.1760 -0.1064 -3.5667
H 2.5112 -1.6721 -2.8585
H 4.5601 -0.4851 -0.0949
H 4.0109 -1.8005 -1.1141
H 3.0818 -0.8809 1.6937
H 3.6800 -2.4363 1.1748
H 1.2102 -2.2729 1.6480
F 0.4331 5.5155 -0.2955
C -0.2569 4.5122 0.0717
C 0.3057 3.1767 -0.2746
C -0.4979 2.0129 0.1368
C -1.6433 2.1048 0.8230
C -2.1029 3.4854 1.1042
F -3.1792 3.6114 1.7827
C -1.4460 4.6492 0.7379
C -2.3209 0.8863 1.3692
C -3.6357 0.8433 1.7893
C -4.1515 -0.3460 2.3181
C -3.3361 -1.4572 2.4142
C -2.0376 -1.3634 1.9398
N -1.5473 -0.2302 1.4183
H 1.3448 3.9104 -1.8693
H -1.8557 5.6206 1.0024
H -4.2791 1.7069 1.7119
H -5.1806 -0.3827 2.6573
H -3.6883 -2.3838 2.8498
H -1.3646 -2.2095 2.0036
O 1.6874 3.0374 -0.1123
N 1.1185 2.9957 -1.4523
```

Computed properties:
Charge: +4
Max |F| in eV/A: 2.33
Lowest unoccupied orbital energy in Ha: -0.5823

Löwdin atomic charge list, values in e, 5 entries: 1.6021 -0.1239 -0.1497 -0.1678 -0.1760